{"formula": "C48H78Cl30", "method": "the ωB97M-V functional and the def2-TZVPD basis", "total_energy_ev": -426718.0525, "orbital_gap_ha": 0.349, "spin_multiplicity": 1, "homo_energy_ev": -9.40, "species": ["C", "C", "C", "C", "C", "C", "H", "H", "H", "H", "H", "H", "C", "C", "C", "C", "C", "C", "H", "H", "H", "H", "H", "H", "C", "C", "C", "C", "C", "C", "H", "H", "H", "H", "H", "H", "Cl", "C", "C", "Cl", "H", "H", "H", "H", "Cl", "C", "C", "Cl", "H", "H", "H", "H", "Cl", "C", "C", "Cl", "H", "H", "H", "H", "Cl", "C", "C", "Cl", "H", "H", "H", "H", "Cl", "C", "C", "Cl", "H", "H", "H", "H", "Cl", "C", "C", "Cl", "H", "H", "H", "H", "Cl", "C", "C", "Cl", "H", "H", "H", "H", "Cl", "C", "C", "Cl", "H", "H", "H", "H", "Cl", "C", "C", "Cl", "H", "H", "H", "H", "Cl", "C", "C", "Cl", "H", "H", "H", "H", "Cl", "C", "C", "Cl", "H", "H", "H", "H", "Cl", "C", "C", "Cl", "H", "H", "H", "H", "Cl", "C", "C", "Cl", "H", "H", "H", "H", "Cl", "C", "C", "Cl", "H", "H", "H", "H", "Cl", "C", "C", "Cl", "H", "H", "H", "H"], "xyz": [[10.14, 18.90, 16.84], [11.06, 19.91, 16.61], [10.84, 20.88, 15.58], [9.68, 20.74, 14.83], [8.78, 19.73, 15.09], [9.03, 18.85, 16.06], [10.22, 18.13, 17.60], [11.95, 19.99, 17.24], [11.52, 21.69, 15.37], [9.40, 21.46, 14.05], [7.88, 19.63, 14.50], [8.35, 18.05, 16.32], [18.31, 12.89, 15.56], [19.11, 13.06, 16.67], [19.28, 12.01, 17.59], [18.53, 10.82, 17.41], [17.68, 10.71, 16.31], [17.59, 11.75, 15.40], [18.27, 13.61, 14.75], [19.72, 13.96, 16.62], [19.87, 12.09, 18.49], [18.62, 10.02, 18.14], [17.02, 9.85, 16.21], [16.96, 11.66, 14.52], [15.75, 16.20, 17.25], [15.50, 17.53, 16.88], [15.52, 17.91, 15.56], [15.79, 16.93, 14.58], [16.08, 15.65, 14.93], [16.01, 15.30, 16.26], [15.74, 15.87, 18.28], [15.23, 18.27, 17.62], [15.23, 18.93, 15.33], [15.91, 17.18, 13.53], [16.24, 14.87, 14.19], [16.19, 14.26, 16.50], [17.33, 20.45, 17.15], [18.96, 19.69, 16.89], [18.97, 18.27, 17.41], [20.65, 17.67, 17.38], [19.62, 20.26, 17.51], [19.20, 19.75, 15.83], [18.34, 17.59, 16.84], [18.68, 18.20, 18.45], [17.74, 23.67, 19.72], [18.29, 22.83, 21.21], [17.27, 21.96, 21.73], [15.91, 22.87, 22.47], [18.62, 23.65, 21.83], [19.13, 22.22, 20.90], [17.67, 21.37, 22.55], [16.92, 21.27, 20.97], [20.25, 16.52, 13.99], [21.49, 15.17, 13.95], [22.28, 15.25, 12.71], [23.48, 13.92, 12.58], [20.90, 14.25, 14.05], [22.08, 15.29, 14.84], [22.79, 16.21, 12.64], [21.61, 15.07, 11.89], [11.18, 12.22, 21.27], [11.96, 13.81, 20.94], [11.40, 14.39, 19.65], [11.88, 16.12, 19.48], [12.99, 13.52, 20.90], [11.76, 14.37, 21.85], [10.32, 14.42, 19.65], [11.81, 13.87, 18.80], [15.74, 14.08, 20.53], [16.43, 12.83, 19.44], [15.57, 11.62, 19.38], [13.95, 11.98, 18.69], [17.39, 12.62, 19.90], [16.62, 13.36, 18.51], [15.36, 11.19, 20.34], [16.00, 10.85, 18.76], [14.91, 12.73, 12.27], [13.58, 11.57, 12.56], [12.46, 11.79, 11.63], [12.96, 11.34, 9.94], [13.24, 11.70, 13.59], [14.08, 10.63, 12.36], [12.22, 12.85, 11.57], [11.60, 11.20, 11.88], [18.79, 13.33, 22.43], [19.40, 15.05, 22.44], [18.93, 15.85, 21.31], [19.18, 15.09, 19.71], [20.49, 15.02, 22.50], [18.91, 15.35, 23.35], [19.55, 16.74, 21.28], [17.88, 16.15, 21.42], [13.88, 20.59, 13.88], [14.09, 21.71, 12.47], [14.45, 23.01, 13.01], [14.36, 24.31, 11.75], [13.15, 21.77, 11.92], [14.90, 21.21, 11.96], [15.46, 23.00, 13.40], [13.75, 23.22, 13.81], [10.94, 16.85, 12.91], [12.27, 17.33, 14.02], [12.35, 16.44, 15.21], [12.59, 14.68, 14.76], [11.99, 18.31, 14.39], [13.22, 17.39, 13.50], [11.45, 16.54, 15.81], [13.27, 16.66, 15.73], [19.43, 13.54, 11.52], [19.02, 13.99, 9.84], [19.93, 13.32, 8.82], [21.61, 13.93, 8.84], [18.93, 15.07, 9.79], [18.03, 13.57, 9.76], [19.47, 13.53, 7.86], [20.02, 12.27, 8.98], [16.24, 18.38, 20.71], [14.50, 17.99, 20.64], [13.72, 19.18, 21.04], [14.08, 20.62, 20.05], [14.45, 17.22, 21.40], [14.28, 17.55, 19.68], [13.97, 19.41, 22.07], [12.66, 19.02, 20.93], [16.78, 10.25, 8.43], [16.53, 9.36, 9.96], [17.18, 9.99, 11.12], [18.96, 10.06, 10.91], [16.92, 8.37, 9.79], [15.45, 9.36, 10.12], [16.88, 9.37, 11.97], [16.86, 11.02, 11.22], [17.74, 20.35, 13.01], [17.87, 19.74, 11.33], [19.26, 19.86, 10.83], [19.79, 21.56, 10.47], [17.16, 20.25, 10.67], [17.68, 18.66, 11.34], [19.27, 19.35, 9.87], [19.95, 19.47, 11.55], [12.65, 24.28, 19.44], [14.38, 23.95, 19.13], [14.55, 23.13, 17.88], [13.95, 24.07, 16.48], [14.79, 23.38, 19.95], [14.88, 24.91, 19.06], [14.02, 22.19, 17.95], [15.61, 22.98, 17.70], [15.48, 15.28, 9.12], [13.86, 15.97, 9.10], [13.52, 16.59, 10.44], [14.50, 18.09, 10.67], [13.18, 15.13, 8.97], [13.74, 16.77, 8.37], [13.86, 15.98, 11.28], [12.48, 16.83, 10.64]], "mulliken_charge": [-0.582, -0.218, -0.659, -0.281, -0.598, -0.186, 0.391, 0.400, 0.624, 0.370, 0.367, 0.365, -0.402, -0.460, -0.777, -0.453, -0.446, -0.216, 0.546, 0.528, 0.489, 0.437, 0.379, 0.424, 0.533, -0.261, -0.257, -0.843, -0.985, -0.171, 0.149, 0.104, 0.070, 0.658, 0.477, 0.462, -0.007, -0.687, 0.525, -0.198, 0.420, 0.244, -0.319, 0.019, -0.161, -0.513, -0.105, -0.183, 0.389, 0.290, 0.355, -0.061, -0.045, -0.533, -0.108, -0.222, 0.138, 0.441, 0.371, -0.038, -0.211, -0.096, -0.339, -0.142, -0.172, 0.410, 0.387, 0.141, -0.161, 0.815, -0.538, -0.186, 0.154, -0.833, 0.433, 0.306, 0.003, -0.701, -0.388, -0.195, 0.338, 0.376, 0.192, 0.405, -0.189, -0.606, -0.277, 0.028, 0.361, 0.338, 0.456, -0.085, 0.054, -0.459, 0.023, -0.224, 0.380, -0.064, 0.297, -0.012, -0.271, 1.312, 0.380, -0.139, -0.615, -0.343, 0.486, -0.733, -0.113, -0.391, -0.299, -0.203, 0.353, 0.081, 0.376, 0.176, -0.128, 0.240, -0.934, 0.037, 0.428, -0.409, 0.384, 0.354, -0.194, -0.434, 0.069, -0.170, 0.396, 0.210, 0.337, -0.213, -0.116, -0.314, -0.546, -0.216, 0.378, 0.137, 0.382, 0.286, -0.206, 0.152, 0.512, -0.215, -0.314, 0.432, -0.256, -0.105, -0.084, -0.559, -0.273, -0.108, 0.321, 0.378, -0.019, 0.318]}

=====

{"formula": "H16O8", "method": "the ωB97M-V functional and the def2-TZVPD basis", "total_energy_ev": -16640.0127, "smiles": "O.O.O.O.O.O.O.O", "orbital_gap_ha": 0.382, "spin_multiplicity": 1, "relative_energy_kcal_mol": 46.1, "homo_energy_ev": -10.50, "species": ["O", "H", "H", "O", "H", "H", "O", "H", "H", "O", "H", "H", "O", "H", "H", "O", "H", "H", "O", "H", "H", "O", "H", "H"], "xyz": [[-0.45, -0.70, -0.12], [-0.39, -0.69, 0.87], [-0.44, 0.24, -0.37], [0.59, 1.91, -0.17], [1.39, 1.75, -0.70], [-0.02, 2.35, -0.78], [-2.03, -1.14, -2.26], [-1.52, -1.08, -1.42], [-2.51, -0.31, -2.31], [1.88, 0.65, 2.48], [0.92, 0.62, 2.30], [1.97, 1.17, 3.28], [-1.35, 2.31, -2.37], [-0.87, 2.24, -3.20], [-2.28, 2.21, -2.61], [1.98, -2.20, 2.63], [2.07, -1.24, 2.50], [2.48, -2.60, 1.91], [1.04, -2.17, -2.35], [1.19, -1.70, -3.17], [0.22, -1.80, -2.00], [-0.97, -0.11, 2.45], [-1.45, 0.67, 2.15], [-1.43, -0.39, 3.26]], "nbo_charge": [-1.002, 0.510, 0.490, -0.965, 0.484, 0.492, -0.974, 0.493, 0.452, -0.961, 0.493, 0.475, -0.961, 0.484, 0.482, -0.973, 0.491, 0.467, -0.945, 0.458, 0.484, -0.958, 0.485, 0.499]}

=====

{"formula": "C37H47IrNO2", "method": "the ωB97M-V functional and the def2-TZVPD basis", "total_energy_ev": -47550.6789, "orbital_gap_ha": [0.193, 0.196], "spin_multiplicity": 2, "relative_energy_kcal_mol": 70.0, "homo_energy_ev": [-7.34, -7.44], "species": ["Ir", "C", "C", "C", "C", "C", "C", "C", "N", "C", "C", "C", "C", "C", "C", "O", "C", "C", "C", "C", "C", "C", "C", "C", "C", "O", "C", "C", "C", "C", "C", "C", "H", "H", "H", "H", "H", "H", "H", "H", "H", "H", "H", "H", "H", "H", "H", "H", "H", "H", "H", "H", "H", "H", "H", "H", "H", "H", "H", "H", "H", "H", "H", "H", "H", "H", "H", "H", "H", "H", "H", "H", "C", "H", "H", "C", "C", "C", "C", "C", "C", "C", "C", "H", "H", "H", "H", "H"], "xyz": [[2.01, 1.53, 0.02], [-0.84, -4.37, -3.01], [-1.43, -3.04, -3.49], [-1.60, -3.12, -5.02], [-2.82, -2.84, -2.87], [-0.52, -1.91, -3.06], [-0.26, -1.70, -1.72], [0.57, -0.66, -1.28], [0.87, -0.37, 0.00], [0.56, -0.73, 1.25], [-0.20, -1.83, 1.64], [-0.46, -2.10, 2.98], [0.08, -1.24, 3.93], [0.87, -0.14, 3.63], [1.14, 0.15, 2.28], [1.88, 1.17, 1.97], [1.37, 0.71, 4.80], [2.25, -0.18, 5.69], [0.15, 1.22, 5.57], [2.20, 1.94, 4.42], [-1.30, -3.31, 3.37], [-1.46, -3.45, 4.88], [-2.69, -3.19, 2.74], [-0.61, -4.59, 2.84], [1.18, 0.22, -2.27], [1.96, 1.21, -1.93], [0.92, -0.01, -3.64], [0.08, -1.05, -3.99], [1.53, 0.91, -4.68], [1.03, 2.34, -4.41], [3.06, 0.85, -4.59], [1.14, 0.55, -6.11], [-1.45, -5.21, -3.34], [-0.77, -4.41, -1.93], [0.16, -4.50, -3.42], [-2.26, -3.95, -5.26], [-0.65, -3.29, -5.51], [-2.06, -2.21, -5.41], [-3.50, -3.63, -3.18], [-3.24, -1.89, -3.20], [-2.78, -2.84, -1.79], [-0.71, -2.35, -0.99], [-0.59, -2.49, 0.88], [-0.13, -1.44, 4.97], [1.70, -1.03, 6.09], [2.64, 0.40, 6.52], [3.09, -0.56, 5.11], [-0.45, 0.41, 5.97], [-0.47, 1.82, 4.91], [0.48, 1.84, 6.40], [3.13, 1.66, 3.93], [2.45, 2.47, 5.34], [1.66, 2.61, 3.77], [-1.97, -2.58, 5.30], [-0.50, -3.57, 5.38], [-2.06, -4.33, 5.09], [-3.18, -2.27, 3.09], [-3.31, -4.03, 3.03], [-2.64, -3.16, 1.66], [0.39, -4.68, 3.26], [-0.54, -4.58, 1.76], [-1.19, -5.46, 3.13], [-0.13, -1.21, -5.03], [1.31, 2.66, -3.41], [-0.05, 2.38, -4.49], [1.46, 3.03, -5.13], [3.41, 1.18, -3.61], [3.50, 1.49, -5.35], [3.40, -0.17, -4.75], [0.06, 0.62, -6.27], [1.47, -0.45, -6.38], [1.62, 1.26, -6.78], [4.04, 1.03, 0.04], [4.35, 0.19, 0.64], [4.71, 1.31, -0.75], [0.73, 3.08, 0.02], [-0.05, 4.01, 0.01], [-0.96, 5.10, -0.01], [-2.10, 5.09, 0.79], [-2.97, 6.16, 0.78], [-2.71, 7.26, -0.03], [-1.58, 7.27, -0.84], [-0.71, 6.20, -0.83], [-2.29, 4.23, 1.42], [-3.85, 6.14, 1.40], [-3.39, 8.10, -0.04], [-1.37, 8.12, -1.48], [0.18, 6.21, -1.45]], "mulliken_spin": [0.080, 0.005, 0.004, 0.005, 0.005, 0.027, 0.009, 0.091, 0.162, -0.090, 0.070, -0.033, 0.046, -0.027, -0.022, -0.175, -0.004, -0.005, -0.005, -0.007, -0.008, 0.000, -0.007, -0.005, 0.096, 0.110, -0.016, 0.029, 0.002, 0.003, -0.003, -0.001, 0.000, 0.000, -0.001, 0.000, -0.001, -0.001, 0.000, -0.001, 0.000, -0.026, 0.027, 0.010, -0.001, 0.000, 0.001, 0.000, 0.001, 0.000, 0.004, 0.000, 0.000, 0.000, 0.000, 0.000, 0.001, 0.000, 0.001, 0.001, 0.001, 0.000, 0.005, -0.003, 0.000, 0.000, 0.003, 0.001, -0.003, 0.000, 0.000, 0.000, 0.553, 0.038, 0.025, -0.318, 0.303, -0.005, 0.021, -0.011, 0.023, -0.012, 0.025, 0.001, -0.001, 0.001, 0.000, 0.001]}